DFT (ωB97M-V with the def2-TZVPD basis set) results for 2 unconnected molecules or ions with the total composition C2H5IS at a distorted geometry.

Properties
DFT total energy: -775.02463 Ha
SMILES: C=CS.I
net charge: 0
molar mass: 188.033 g mol⁻¹
frontier orbital gap: 0.353 Eh

Last column: Mulliken charge in e.
Geometry (Å):
C: 1.3481 0.5715 1.7184  -0.5084
C: 0.1002 0.4003 1.2421  -0.3160
S: -0.9346 -0.9818 1.8183  -0.2756
I: -2.0619 0.1842 -4.5068  -0.1032
H: -0.7913 -0.6384 -5.1918  0.1032
H: 1.7830 1.3935 1.2852  0.2660
H: 1.7265 -0.1140 2.4069  0.2944
H: -0.4101 0.9824 0.5296  0.4011
H: -0.7598 -1.7977 0.6982  0.1385

DFT (ωB97M-V with the def2-TZVPD basis set) results for a molecular structure, C2H5IS2.

Properties
DFT total energy: -1173.27089 Ha
net charge: 0
molar mass: 220.100 g mol⁻¹
frontier orbital gap: 0.354 Eh

Last column: Mulliken charge in e.
Geometry (Å):
C: -0.0640 1.1279 0.5863  -1.1067
C: 0.6339 0.0886 -0.2507  -0.4206
S: -1.7083 -1.8028 -0.1945  -0.2285
S: 0.2586 -1.6245 0.2929  0.0365
I: 2.7862 0.2320 -0.0946  0.0687
H: 0.2085 1.0271 1.6352  0.3469
H: -1.1433 0.9999 0.4952  0.3593
H: 0.1969 2.1297 0.2494  0.3604
H: 0.3968 0.1761 -1.3103  0.4281
H: -1.5652 -2.3539 -1.4088  0.1558

DFT (ωB97M-V with the def2-TZVPD basis set) results for a molecular structure, C2H5InO at a distorted geometry.

Properties
DFT total energy: -344.22899 Ha
2S+1: 2
net charge: +1
molar mass: 159.879 g mol⁻¹
frontier orbital gap (alpha / beta): 0.353 / 0.307 Eh

Last column: Löwdin spin population.
Geometry (Å):
In: 0.3038 0.6253 4.1788  -0.0024
C: -0.5745 0.2260 -0.9688  0.0102
C: 0.5240 -0.3949 -0.0718  0.0840
O: 0.3258 -0.3541 1.3485  0.8463
H: -1.4806 -0.3761 -1.0374  0.0019
H: -0.2129 0.3398 -1.9908  -0.0008
H: -0.9191 1.2143 -0.6646  0.0003
H: 1.4557 0.1203 -0.3052  0.0479
H: 0.5780 -1.4006 -0.4886  0.0127

DFT (ωB97M-V with the def2-TZVPD basis set) results for a molecular structure, C2H5MgO3Pm at a distorted geometry.

Properties
DFT total energy: -1113.13988 Ha
2S+1: 6
net charge: +1
molar mass: 246.364 g mol⁻¹
frontier orbital gap (alpha / beta): 0.189 / 0.317 Eh

Last column: Löwdin spin population.
Geometry (Å):
O: -0.1438 -0.1479 -1.5061  -0.0091
C: -1.3079 0.0835 -0.7663  0.0093
C: -1.1324 -0.1558 0.7513  0.0143
O: 0.2359 -0.0617 1.0408  0.1030
Mg: 1.5578 1.4189 0.7506  0.5729
H: -2.2259 -0.4059 -1.1409  0.0000
H: -1.4652 1.1748 -0.8990  0.0039
H: -1.5118 -1.1390 1.0877  0.0023
H: -1.7551 0.5586 1.3189  0.0024
Pm: 1.3623 -1.2072 -0.5089  4.1673
O: 2.7419 -0.0740 0.0914  0.1223
H: 3.6442 -0.0442 -0.2195  0.0114

DFT (ωB97M-V with the def2-TZVPD basis set) results for C2H5N in the gas phase at a distorted geometry.

Properties
DFT total energy: -133.91019 Ha
SMILES: [H]/N=C/C
net charge: 0
molar mass: 43.069 g mol⁻¹
frontier orbital gap: 0.421 Eh

Last column: Mulliken charge in e.
Geometry (Å):
C: 0.0075 -0.2045 -0.7517  -0.0188
C: -0.0464 -0.0124 0.7659  -0.7773
N: 1.1551 0.0222 -1.1790  -0.5398
H: -0.7249 -0.7408 -1.3472  0.3570
H: 0.2969 1.1402 1.0763  0.2081
H: 0.8098 -0.5684 1.1570  0.2450
H: -0.9307 -0.3205 1.3797  0.2858
H: 1.1676 -0.2988 -2.1446  0.2399

DFT (ωB97M-V with the def2-TZVPD basis set) results for C2H5N in the gas phase at a distorted geometry.

Properties
DFT total energy: -133.88773 Ha
SMILES: C1CN1
net charge: 0
molar mass: 43.069 g mol⁻¹
frontier orbital gap: 0.404 Eh

Last column: Mulliken charge in e.
Geometry (Å):
C: 0.8413 -0.3114 0.0121  -0.2915
C: -0.6803 -0.4742 0.0090  -0.3239
H: 1.4101 -0.3845 -0.8846  0.2061
H: 1.4698 -0.3836 0.8845  0.2295
H: -1.0116 -0.7500 0.9753  0.2298
H: -1.4199 -0.9665 -0.7420  0.1883
H: -0.4103 1.3336 0.7332  0.2409
N: -0.1435 0.8378 -0.1562  -0.4791